Record 1
The following is a DFT calculation (ωB97M-V/def2-TZVPD) of C14H14Cl2N4O2 as an isolated structure at a distorted geometry.

As for the energy above the lowest of the compared OMol25 structures with the same formula, charge and spin: 16.2185 eV. The net charge is 0. The calculation puts the HOMO energy at -7.919 eV. The value obtained for the molecular weight is 341.2 g mol⁻¹. The maximum force comes out at 18.94 eV/Å.

Last column: Mulliken charge in e.
Atoms and positions in Å:
H: 0.96798 -1.47241 -5.54064  0.20
H: 1.27884 -0.37999 0.91292  0.89
N: 0.66983 0.54089 -1.35393  0.13
O: -1.68771 -0.40226 2.54360  -0.67
C: 1.74443 1.69241 5.17716  -1.16
Cl: -2.90429 -4.23541 -4.75559  -0.22
H: 2.67931 0.95205 5.28075  0.27
O: 1.46263 2.20499 -0.15640  -0.35
H: -0.44393 -0.08229 0.84135  0.15
H: 1.46252 1.95846 6.25533  0.36
C: 0.74686 0.32337 0.95397  -1.32
C: 0.96835 1.07863 2.22155  -0.95
C: -0.64271 -2.41006 -5.38523  0.42
C: -1.54315 -0.73039 -3.22475  -0.77
C: -2.23737 -2.06867 -3.53627  -0.70
H: -2.53328 0.57719 4.83249  0.27
C: -0.83337 0.05674 3.31229  -0.06
C: 0.45572 0.62477 -3.77949  -0.34
H: -1.68254 -0.13432 -2.43256  0.75
H: 0.28066 1.98886 2.15920  0.29
N: -1.49745 0.57853 4.47286  0.08
H: 0.89464 1.11381 -4.73440  0.37
H: 0.29917 -0.16307 -1.53479  0.28
C: -0.18939 -0.59685 -3.98338  0.69
N: -0.63754 1.06722 5.19030  -0.77
H: 1.91759 1.48779 2.21830  0.56
H: 1.10716 -0.64332 3.46968  0.26
C: -0.01288 -1.26756 -5.01279  -0.44
H: 2.23267 2.49386 4.58308  0.28
C: 1.08076 1.23538 -0.38098  0.39
C: 0.54053 1.04101 4.55743  -0.52
C: 0.41991 0.58319 3.39450  1.90
H: -3.23633 -2.02498 -2.79093  0.21
C: -1.85195 -2.69656 -4.50301  0.33
Cl: -0.41487 -3.49326 -6.51137  -0.20
N: 1.13918 1.20225 -2.76028  -0.61

Record 2
The following is a DFT calculation (ωB97M-V/def2-TZVPD) of C15H32MnN3O2PSi as an isolated structure at a distorted geometry.

As for the energy above the lowest of the compared OMol25 structures with the same formula, charge and spin: 3.3593 eV. As for the spin multiplicity: 4. The net charge is 0. The calculation puts the HOMO energy (spin up / spin down) at -3.952 / -4.443 eV. The value obtained for the molecular weight is 400.4 g mol⁻¹. The maximum force comes out at 3.33 eV/Å.

Last column: Löwdin spin population.
Atoms and positions in Å:
C: -2.88274 -0.05997 -0.28711  0.01
H: 0.64772 4.49075 -2.34969  0.00
H: 2.39297 4.66372 -2.13132  0.00
C: -3.62644 -0.95583 -1.15076  0.02
N: -1.62381 -0.27056 -0.03384  -0.10
C: 3.90688 -0.02461 -0.06586  0.01
H: 0.36220 -1.41761 -2.78124  -0.01
H: 2.37662 2.26708 -0.94590  0.00
H: -0.65945 2.05895 -1.53497  0.00
O: -0.48765 -0.76575 2.73392  0.02
C: 0.00821 1.69333 -2.32359  0.00
H: 3.64091 1.70141 1.85416  0.00
H: 3.70753 -0.44389 -1.06468  0.00
H: -0.56486 -3.40772 -1.83848  -0.01
C: 0.01060 -1.29164 5.55773  0.00
H: -3.05585 -1.72317 -1.68441  0.00
Si: 0.32368 -2.24049 -1.53088  -0.08
H: 4.43159 0.94575 -0.12716  0.00
H: -5.58659 1.87054 0.68451  0.00
H: -2.28842 -2.18143 1.77184  0.01
H: -3.06876 1.81811 0.80209  0.00
H: -0.44779 -0.79276 6.41135  0.00
H: -2.48931 -3.18919 3.21531  0.00
P: 1.67967 2.36797 -2.19975  0.00
H: 0.58514 -0.55377 4.99462  0.00
H: 3.69585 1.23643 -2.91562  0.00
H: -6.80075 0.21427 -0.70009  0.00
H: 2.09719 -3.92503 -1.90079  0.00
N: -0.98659 -1.90118 4.69786  0.00
C: 2.63646 0.19291 0.66947  0.09
C: 1.61900 4.10147 -2.65519  0.00
C: -5.70958 0.15266 -0.61091  0.03
N: -1.99793 -2.45863 2.71377  0.02
O: 1.59066 -0.44606 0.38347  0.02
C: -3.63004 1.04764 0.26843  0.01
C: 2.73291 1.50602 -3.36888  0.00
H: 0.67653 -2.05930 5.95825  0.00
C: -5.01177 1.09867 0.16362  0.00
H: 2.92342 2.16800 -4.22394  0.00
C: 2.64487 1.22868 1.75284  0.01
H: 2.22005 0.59273 -3.68351  0.00
C: -4.99917 -0.86723 -1.26018  0.00
H: -5.54505 -1.60598 -1.85218  0.00
H: 4.55985 -0.70663 0.50778  0.01
C: -1.12055 -1.65602 3.37917  0.01
H: 2.40672 0.80886 2.74114  0.00
H: 1.85324 1.95305 1.53472  0.00
H: 0.01559 0.60052 -2.25578  0.00
Mn: -0.26361 -1.17734 0.69301  2.91
H: -0.44390 1.97401 -3.29742  0.00
C: 2.08121 -2.90970 -1.48696  -0.02
H: 2.73846 -2.27171 -2.08796  0.00
H: 1.75393 4.19704 -3.73860  0.00
H: 2.46099 -2.94323 -0.46036  0.00
H: -1.49004 -2.70414 5.05890  0.00